{
  "formula": "C5H7NO4S",
  "method": "ωB97M-V/def2-TZVPD",
  "elements": ["C", "C", "C", "C", "C", "N", "O", "O", "O", "O", "S", "H", "H", "H", "H", "H", "H", "H"],
  "coordinates": [[-1.4884, -1.6678, 0.0531], [-0.0465, -1.5678, 0.0121], [-2.4158, -0.7080, -0.1289], [0.5651, -0.4579, 0.3613], [-1.0717, 1.3158, 0.2596], [-0.6528, 2.3524, -0.3703], [2.0033, 1.3884, -0.2399], [2.9451, -0.6670, -1.1574], [2.8560, -0.3070, 1.3139], [-2.0717, 0.6466, -0.2719], [2.1264, -0.0235, -0.1226], [-1.8852, -2.6868, 0.0731], [0.4529, -2.4886, -0.2304], [-3.4608, -0.9389, -0.5200], [-0.6240, 1.1956, 1.1872], [0.2543, 2.7144, -0.1444], [3.7187, -0.7078, 1.1642], [-1.2048, 2.6079, -1.2385]],
  "forces_ev_per_angstrom": [[-1.2898, -0.4920, -0.0405], [-0.3502, -0.3633, 0.5473], [0.1956, -0.5933, -0.5032], [-0.5754, 0.8082, -0.6958], [0.4793, -2.1991, 0.0157], [-1.8556, 1.8643, -2.9425], [0.3021, 1.8633, -0.5114], [-1.2359, 0.1701, 1.3110], [-0.0682, 0.0976, -0.4408], [-0.9202, 0.2741, -0.2304], [1.8163, -1.2185, 0.4166], [-0.0918, 0.3425, -0.1593], [0.2720, -0.3600, -0.6109], [1.5397, 0.7544, 1.0717], [-0.3144, -0.8043, 1.7508], [0.2865, 0.2864, -0.0583], [0.1531, -0.0710, -0.1958], [1.6570, -0.3595, 1.2759]],
  "e_above_lowest_kcal_mol": 89.4,
  "energy_ha": -948.45873,
  "fmax_ev_per_a": 3.947
}